[1]
Formula: C31H43F3GeMoO2SbSeSi
Source: the Open Molecules 2025 dataset
Level of theory: the ωB97M-V functional and the def2-TZVPD basis

Properties
Relative energy (zero: lowest compared OMol25 entry of this formula, charge and spin) = 19.4 kcal per mole
M = 902.033 u
HOMO energy (alpha / beta) = -0.4003 / -0.4003 Eh
Total charge = +1
Energy = -6733.164422 hartree
LUMO level (alpha / beta) = -0.174 / -0.164 hartree
Spin multiplicity = 3

Each line ends with the Mulliken charge.
Atoms and positions in Å:
H  8.8491  14.3439  11.7130  0.383
H  9.8570  8.4130  20.9506  0.111
C  7.3037  12.5996  19.0480  -0.606
C  12.4495  11.2475  17.5949  0.008
C  11.9261  10.0081  17.2089  0.502
C  8.3152  10.4804  19.6716  -0.386
C  10.5529  7.6967  20.5567  -0.239
H  7.6146  9.8401  11.9752  0.107
H  10.9191  13.9964  10.4673  0.583
H  11.7966  11.4385  8.4117  0.300
C  8.9860  10.1326  14.8194  0.358
C  12.1343  5.7123  19.4600  -0.693
C  11.6339  6.7127  18.6308  -0.459
F  10.9314  6.6577  12.1852  -0.194
H  14.4012  9.1692  15.0159  0.628
C  10.1317  7.5672  11.5568  0.192
H  7.7435  11.8611  9.6200  0.474
H  8.8134  11.8818  7.6185  0.366
C  14.3133  11.0394  16.0648  -0.816
H  7.8360  9.4148  10.3134  0.294
Si  14.6802  9.6483  10.5512  0.381
H  14.0020  12.7394  17.3306  0.376
C  8.0941  11.5153  10.5984  -0.628
Mo  10.7405  9.5211  12.4364  1.262
F  8.8298  7.3603  11.8607  -0.217
C  9.7006  13.9957  12.2699  -1.323
H  6.3545  10.2849  10.7942  0.453
H  14.3599  7.4757  9.3748  0.287
H  8.1032  13.4710  17.2512  0.451
H  9.7719  11.7064  16.9158  0.444
C  14.3110  8.5763  9.0809  -0.913
Ge  10.3264  9.1498  17.9617  1.084
C  12.7111  9.2462  16.3048  -0.568
C  10.7289  13.4348  11.3724  -0.622
H  13.5265  11.7476  9.9591  -0.001
H  9.7998  13.2452  8.0714  0.290
H  8.2791  9.6182  20.3373  0.275
H  10.4643  10.2237  8.3149  0.454
H  15.2261  11.3812  15.6201  0.482
H  15.0993  8.6692  8.3471  0.383
H  8.8912  7.4661  17.0244  0.559
H  9.3285  13.2982  13.0356  0.263
C  7.4576  11.5199  19.9358  -0.725
H  13.3263  8.7747  8.6560  0.265
C  8.1478  12.6518  17.9431  -0.953
H  10.8372  6.7345  22.4350  0.411
H  11.8817  11.9058  18.2670  0.368
Se  13.1208  9.0532  12.1611  0.023
H  15.1404  11.7196  9.4086  0.352
Sb  10.2089  11.4893  10.6032  0.771
H  10.2739  12.3033  6.6675  0.402
H  11.8198  6.7312  17.5742  0.234
H  7.7455  8.5266  15.1836  0.566
H  10.1431  14.8526  12.7412  0.423
H  12.3646  8.2355  15.9154  0.049
C  14.5064  11.4753  10.2657  -0.728
H  14.8605  12.1496  11.0425  0.362
C  13.6376  11.7501  17.0263  -0.601
C  9.1599  10.5493  18.6035  0.415
H  6.5459  13.3506  19.1873  0.414
C  11.0573  6.7002  21.3781  -0.655
C  7.4140  10.1894  10.9606  -1.154
O  8.5442  11.1841  14.4993  -0.544
C  11.8262  5.6939  20.8132  -0.515
C  10.8549  7.7367  19.2013  0.482
H  11.6363  13.2173  11.9359  0.370
H  17.1472  9.3515  10.7717  0.368
C  9.4402  8.2486  16.5122  -1.207
C  16.2960  9.2128  11.4321  -1.096
C  9.8388  12.2233  7.6379  -1.199
C  13.8531  9.7845  15.7209  -0.639
H  7.8107  12.2896  11.2928  0.368
H  16.2821  8.1662  11.7035  0.336
O  10.1637  9.6676  14.2189  -0.650
F  10.2466  7.2898  10.2119  -0.231
H  16.4782  9.7763  12.3385  0.330
C  9.0551  11.6212  17.7388  0.021
H  10.0925  7.7490  15.8138  0.497
C  8.4364  9.1244  15.7510  -0.963
H  12.6884  4.9119  19.0124  0.405
H  12.2480  4.9005  21.4063  0.387
H  7.7901  9.6411  16.4670  0.396
C  10.6917  11.2680  8.5123  -0.609
H  6.7850  11.4733  20.7953  0.371



[2]
Formula: C31H43F9N4O3
Source: the Open Molecules 2025 dataset
Level of theory: the ωB97M-V functional and the def2-TZVPD basis

Properties
M = 690.692 u
HOMO energy = -0.3419 Eh
SMILES = CC(C)CC[C@@H](C#N)[C@](C#N)(CCC(F)(F)C(F)(F)C(F)(F)C(F)(F)F)C[C@H](C)OCc1ccccc1.CN(C)C=O.CN(C)C=O
Energy = -2550.547460 hartree
LUMO level = 0.014 hartree

Each line ends with the Mulliken charge.
Atoms and positions in Å:
C  1.8830  -5.3591  2.8466  0.077
H  1.0950  -1.2483  2.9511  0.657
C  0.5864  -2.3978  1.2233  -1.437
H  4.1224  4.5273  0.2243  0.208
H  2.1127  6.3182  2.6249  0.338
F  0.7608  4.4660  -0.3729  -0.150
H  -0.9280  -0.2141  1.5602  0.201
F  2.2499  1.5889  -4.4569  -0.365
C  5.2005  5.1334  2.4583  0.099
C  -2.5182  -0.4056  -2.3834  0.882
H  -5.0207  -2.2356  -2.5730  0.540
C  1.0648  -1.0624  1.8719  0.736
O  2.2126  -4.6656  1.9039  -0.609
N  0.5236  -4.0299  -3.5045  -0.694
C  0.4871  0.8288  -3.1448  0.037
F  -0.7248  3.2285  -1.4065  -0.173
H  1.0970  -6.1280  2.7611  0.323
C  -5.8266  0.6271  -1.2251  -0.088
H  -8.6889  -1.3118  0.2969  0.367
H  3.0507  -1.6387  1.3707  0.398
C  0.4549  -1.4678  -1.1883  3.301
C  3.0993  6.1529  3.0513  -0.950
H  -2.1244  0.3087  -3.1135  -0.153
C  0.2091  4.1595  -1.5263  0.326
C  0.2284  -2.9716  -3.0931  -0.750
H  3.0700  5.9571  0.2805  0.353
H  -2.1089  -2.5244  -1.9538  0.398
C  -6.8427  -1.4184  -0.7336  -0.540
H  -4.0066  -1.9094  -1.1229  0.293
H  1.5976  -5.5235  5.9841  0.348
H  1.1974  -6.8091  4.8282  0.291
H  -6.8546  -2.5011  -0.7886  0.404
O  -3.8883  -0.5609  -2.7447  -0.563
H  0.0397  1.0244  -2.1722  -0.552
H  5.7509  4.5864  1.6738  0.270
C  -4.6104  -1.4651  -1.9149  -0.456
H  3.0077  5.5774  3.9734  0.312
H  -2.9538  1.1556  -0.9704  0.343
C  -6.8488  1.3007  -0.6256  -0.726
C  3.4661  -4.3028  4.3221  -0.849
F  -0.4112  5.2653  -1.9586  -0.306
C  -2.3676  0.2360  -1.0046  -0.295
C  0.0996  0.1275  1.6916  -1.165
H  1.4600  -3.0448  1.0902  0.521
F  2.0431  2.1850  -0.9977  -0.109
H  0.5952  -0.4322  -0.8852  -1.258
C  -5.7876  -0.7327  -1.2759  0.282
H  2.5192  4.4132  0.9713  0.383
O  5.7107  5.4222  3.5215  -0.589
F  3.4339  2.9352  -2.4553  -0.360
H  -6.8075  2.3807  -0.5975  0.392
H  4.3099  -4.4974  3.6592  0.309
C  1.9254  1.3326  -3.1710  0.455
H  3.0135  -0.1317  2.2922  0.437
H  -5.0464  1.2294  -1.6639  0.304
N  2.8574  -2.5946  -1.3890  -0.729
N  2.4176  -5.2803  4.0793  0.134
H  -0.3889  -3.2805  -0.4441  0.606
H  -2.0124  -2.0457  -3.6208  0.586
F  2.7895  0.3862  -2.7723  -0.299
C  2.5199  -0.6917  1.4987  -1.572
C  1.9825  -6.1357  5.1659  -0.941
C  -7.8780  0.6004  -0.0540  -0.439
H  1.2905  -0.9688  -4.0446  0.699
C  3.3807  5.0585  0.8186  -0.894
H  -0.0249  -2.8977  1.9807  0.565
C  2.1546  2.5719  -2.2778  0.554
C  1.2738  3.8248  -2.6100  0.792
H  3.7944  -4.3596  5.3569  0.379
F  0.7135  3.7833  -3.8118  -0.274
H  0.1044  0.7481  2.5918  0.529
H  3.5596  7.1122  3.2908  0.312
C  0.3352  -0.6188  -3.6552  -2.017
H  -0.0415  1.4746  -3.8491  0.876
H  -1.2233  -1.8830  0.1964  0.107
H  0.3932  0.7950  0.8754  -0.092
H  3.0896  -3.3004  4.1124  0.178
F  2.0930  4.8887  -2.6064  -0.289
C  -7.8661  -0.7562  -0.1349  -0.513
C  -0.2377  -2.2600  -0.0704  -1.046
H  -2.7769  -0.4028  -0.2193  0.298
H  -1.3489  0.5111  -0.7444  -0.491
H  2.8258  -6.7272  5.5278  0.341
H  -8.6631  1.1562  0.4403  0.384
N  3.9338  5.4322  2.1058  0.157
H  2.5700  -0.1863  0.5312  0.095
C  1.8276  -2.0366  -1.2986  -1.162
C  -1.7535  -1.7271  -2.6056  -1.649
C  -0.2043  -1.6275  -2.6094  2.960
H  -0.3631  -0.6173  -4.4933  0.408